No. 1
{
  "formula": "C6H4N5O5Yb",
  "method": "the ωB97M-V functional and the def2-TZVPD basis",
  "species": ["O", "C", "Yb", "C", "O", "C", "O", "C", "O", "C", "O", "H", "N", "N", "N", "C", "N", "N", "H", "H", "H"],
  "positions_angstrom": [[-0.4334, -5.2514, -0.8722], [-1.2017, -4.4305, -0.6306], [-0.7402, 0.3969, 0.6227], [-3.3087, 0.0030, 0.8682], [-2.8351, 1.1357, 0.1516], [-2.6848, -1.2179, 0.0288], [-3.0379, -2.3490, -0.1738], [-2.9461, -0.1201, 2.1969], [-3.6900, -0.1108, 3.2394], [-1.4138, -0.4902, -1.6826], [-1.7568, -0.9893, -2.6918], [0.5270, -1.0478, 0.9564], [3.8091, 1.2498, 0.9599], [2.7380, 1.6844, 0.2106], [2.9702, 2.1370, -1.0507], [1.7918, 1.9043, -1.6419], [0.9290, 1.2189, -0.8330], [1.5605, 0.9950, 0.3003], [3.5678, 1.2513, 1.9546], [4.6172, 1.8158, 0.7317], [1.5378, 2.2147, -2.6447]],
  "atomic_forces_ev_per_a": [[-2.4022, 2.4791, 0.7507], [2.5982, -2.6229, -0.7973], [2.0936, 1.1874, -0.4288], [4.2150, 5.1040, -7.7058], [-2.0492, -3.5246, 3.1250], [-4.6036, -9.1702, 0.8638], [2.3394, 7.0534, 0.6440], [-7.7732, -0.8412, 10.8626], [6.6916, -0.0615, -7.0143], [-2.1816, -3.1347, -6.2994], [2.2218, 3.1339, 5.7207], [-1.0274, -0.2707, 0.1480], [-0.3731, 0.3081, 0.6331], [-0.6344, -2.5026, -2.0297], [-2.0723, -0.3226, 1.5030], [0.1568, -0.2437, 0.4082], [0.8129, 0.7406, -0.3222], [1.4792, 2.4247, 0.1453], [0.2426, 0.1403, -0.3307], [0.1173, 0.1511, 0.0755], [0.1484, -0.0280, 0.0486]],
  "energy_ev": -55475.8510,
  "gap_ha": [0.19754, 0.19510],
  "e_homo_ha": [-0.6345, -0.6314],
  "charge": 2,
  "s_squared": 0.760,
  "multiplicity": 2,
  "lumo_ha": [-0.43692, -0.43625]
}

***

No. 2
{
  "formula": "C13H24N4O4",
  "method": "the ωB97M-V functional and the def2-TZVPD basis",
  "species": ["O", "O", "O", "O", "C", "C", "C", "C", "N", "N", "N", "N", "C", "C", "C", "C", "C", "C", "C", "C", "C", "H", "H", "H", "H", "H", "H", "H", "H", "H", "H", "H", "H", "H", "H", "H", "H", "H", "H", "H", "H", "H", "H", "H", "H"],
  "positions_angstrom": [[2.6863, 1.8746, -1.2370], [0.4093, -1.5895, -4.4963], [-2.5115, -1.1572, 0.2228], [1.2204, -1.6088, 0.7680], [3.3178, 1.3062, -0.3564], [0.0226, -0.7933, -3.7141], [-1.9526, -1.9982, -0.5258], [0.7813, -0.5433, 0.2698], [0.6748, 0.2795, -3.4380], [-2.4993, -3.1443, -0.8770], [-0.0648, -0.4442, -0.7222], [2.6723, 0.8078, 0.7510], [4.7217, 1.0414, -0.5581], [-3.9086, -3.5558, -0.7032], [-0.8536, 3.0992, 2.2797], [-1.2367, 1.2646, 3.9270], [-0.6951, 1.6371, 2.5257], [-1.2080, -1.0639, -2.8444], [0.7390, 1.0886, 2.2067], [-0.7604, -1.4848, -1.4375], [1.2373, 0.8369, 0.7945], [0.3346, 0.8647, -2.6888], [1.6417, 0.3935, -3.8706], [-1.9524, -3.6043, -1.5803], [-0.1408, 0.4789, -1.0920], [3.0116, -0.0068, 1.1731], [5.1636, 1.8129, -1.0479], [5.4181, 0.8912, 0.2861], [4.7139, 0.0863, -1.0880], [-3.8376, -4.6597, -0.8587], [-4.2681, -3.2360, 0.2861], [-4.6051, -3.2494, -1.4663], [-0.2392, 3.6571, 3.0054], [-0.3852, 3.3206, 1.3603], [-1.8981, 3.4176, 2.3583], [-0.8216, 0.2363, 4.1770], [-0.7077, 2.0105, 4.4906], [-2.2915, 1.2454, 4.0439], [-1.3883, 1.1849, 1.8426], [-1.8791, -1.8422, -3.2781], [-1.8794, -0.1746, -2.6591], [1.5496, 1.7778, 2.5206], [0.9737, 0.1153, 2.7895], [-0.0737, -2.2982, -1.7171], [0.7689, 1.7255, 0.1780]],
  "atomic_forces_ev_per_a": [[-0.0104, 0.3351, -0.0008], [0.7750, -2.6211, -2.4678], [1.3578, -1.9639, -1.0897], [-0.9300, 2.0015, -0.9562], [-2.2837, 0.1039, 0.2246], [-2.5402, -1.3071, 1.3231], [-1.4929, 4.4059, 0.3053], [1.5508, -1.4466, 2.0778], [3.0781, 3.5471, 0.1796], [-0.4152, -0.8179, -0.7220], [-1.2191, -0.0897, -1.9044], [-0.1439, 1.8042, -0.8464], [1.3423, -2.7327, 1.9941], [1.2464, -1.3764, 0.4434], [0.7147, 0.5664, 1.3118], [3.0972, -1.4861, -0.7919], [-0.5502, -1.5445, -0.5635], [-2.0783, 1.2159, 0.8972], [1.2249, -0.9520, 2.1870], [0.5424, -1.8710, 0.6610], [-2.3374, 0.9234, -1.2030], [0.8016, 0.3197, -0.6483], [-2.0283, 0.0653, 1.0854], [-0.1900, -0.5890, -0.1763], [-0.4611, 0.2883, 0.2664], [0.9966, -1.2145, 0.8121], [0.9913, 1.9942, -2.1757], [-0.9292, -0.1311, 0.2919], [0.4439, 0.1953, -0.4722], [-0.5001, 0.6801, 0.8132], [0.2112, -0.4169, -0.4200], [0.0786, 0.8330, -0.4245], [-0.3614, 0.0299, 0.0875], [-0.0215, 0.6351, -1.4642], [0.2802, 0.0511, -0.2540], [-0.6445, 1.2026, 0.0056], [-0.2950, 0.1194, 1.3949], [-0.8445, 0.3771, -0.0487], [-0.2150, -0.7283, -0.7887], [0.8749, 0.5044, 0.1710], [0.6712, -0.4646, -0.6502], [-0.7387, 0.0983, 0.5764], [-0.6380, 1.4308, -0.6728], [0.1611, -0.1492, 0.9408], [1.4285, -1.8250, 0.6912]],
  "energy_ev": -28020.8559,
  "gap_ha": 0.37633,
  "e_homo_ha": -0.3547,
  "smiles": "CNC(=O)[C@@H](CC(N)=O)NC(=O)[C@@H](CC(C)C)NC(C)=O",
  "lumo_ha": 0.02161
}

***

No. 3
{
  "formula": "C36H88BHgN8O16",
  "method": "the ωB97M-V functional and the def2-TZVPD basis",
  "species": ["Hg", "O", "C", "O", "B", "O", "C", "O", "O", "C", "O", "C", "O", "O", "C", "C", "C", "O", "C", "N", "H", "H", "H", "H", "H", "H", "H", "H", "H", "H", "H", "C", "C", "C", "O", "C", "N", "H", "H", "H", "H", "H", "H", "H", "H", "H", "H", "H", "C", "C", "C", "O", "C", "N", "H", "H", "H", "H", "H", "H", "H", "H", "H", "H", "H", "C", "C", "C", "O", "C", "N", "H", "H", "H", "H", "H", "H", "H", "H", "H", "H", "H", "C", "C", "C", "O", "C", "N", "H", "H", "H", "H", "H", "H", "H", "H", "H", "H", "H", "C", "C", "C", "O", "C", "N", "H", "H", "H", "H", "H", "H", "H", "H", "H", "H", "H", "C", "C", "C", "O", "C", "N", "H", "H", "H", "H", "H", "H", "H", "H", "H", "H", "H", "C", "C", "C", "O", "C", "N", "H", "H", "H", "H", "H", "H", "H", "H", "H", "H", "H"],
  "positions_angstrom": [[-22.0941, 2.3440, 22.9145], [-19.6655, 2.3093, 27.3413], [-18.8987, 1.9072, 26.4731], [-17.6414, 1.3383, 26.5701], [-17.2045, 0.9442, 25.1935], [-18.3721, 1.2994, 24.3303], [-19.3220, 1.7472, 25.0687], [-20.4850, 2.0727, 24.6552], [-16.9293, -0.5195, 25.0812], [-15.7097, -0.6988, 24.5449], [-15.1818, -1.7754, 24.3134], [-15.0709, 0.7020, 24.2852], [-15.9312, 1.6176, 24.7752], [-13.9159, 0.9312, 23.9230], [-19.3109, -0.3286, 20.6478], [-20.4333, 0.3486, 21.3747], [-20.9006, -0.5655, 22.5928], [-21.9888, 0.1098, 23.3136], [-22.3562, -0.5328, 24.5234], [-20.0783, 1.6836, 21.8970], [-19.6083, -1.3375, 20.3619], [-18.4118, -0.3973, 21.2602], [-19.1249, 0.1666, 19.6948], [-21.2451, 0.4341, 20.6523], [-20.0186, -0.7212, 23.2141], [-21.2681, -1.5546, 22.3196], [-23.2619, -0.0088, 24.8288], [-21.5368, -0.5320, 25.2422], [-22.6363, -1.5806, 24.4154], [-19.4593, 2.1665, 21.2615], [-19.4651, 1.4629, 22.6687], [-14.1892, -3.5174, 19.5730], [-15.3229, -4.4342, 20.0995], [-16.3642, -3.7552, 21.0266], [-17.3993, -4.6448, 21.2331], [-18.4243, -4.1866, 22.1250], [-15.8885, -4.8483, 18.8264], [-13.6471, -3.0798, 20.4113], [-14.4059, -2.7881, 18.7924], [-13.4705, -4.1705, 19.0780], [-14.9184, -5.2587, 20.6866], [-16.7492, -2.8737, 20.5138], [-15.9982, -3.4680, 22.0122], [-18.1725, -4.2541, 23.1834], [-19.2371, -4.8935, 21.9583], [-18.6992, -3.1956, 21.7638], [-16.7976, -5.2605, 18.9801], [-16.0791, -4.0104, 18.2957], [-13.0984, 4.6010, 24.0932], [-13.7645, 4.9555, 25.5248], [-12.8066, 4.9835, 26.7113], [-11.9642, 3.7685, 26.7868], [-12.6511, 2.5545, 27.1956], [-14.3689, 6.2584, 25.3751], [-12.2406, 5.2522, 23.9251], [-13.8063, 4.6675, 23.2671], [-12.6692, 3.6033, 24.0010], [-14.5946, 4.2714, 25.7010], [-13.4109, 5.2151, 27.5883], [-12.0871, 5.7799, 26.5208], [-12.9824, 2.6314, 28.2312], [-12.0115, 1.6733, 27.1472], [-13.4429, 2.3177, 26.4849], [-14.6594, 6.6547, 26.2575], [-13.7096, 6.8943, 24.9497], [-23.0635, 0.9324, 27.9978], [-23.2124, 2.4242, 28.2168], [-22.6082, 2.9684, 29.5453], [-22.9153, 4.3417, 29.6442], [-22.6448, 4.9023, 30.9139], [-22.5676, 3.0700, 27.1045], [-23.4634, 0.6659, 27.0195], [-23.5065, 0.2819, 28.7519], [-22.0582, 0.5175, 27.9243], [-24.2739, 2.6704, 28.1902], [-21.5322, 2.9285, 29.3756], [-22.8861, 2.2878, 30.3500], [-21.6051, 4.7130, 31.1808], [-23.2914, 4.4190, 31.6462], [-22.8402, 5.9742, 30.8829], [-21.6117, 2.7558, 27.1915], [-22.5310, 4.0687, 27.2508], [-19.9244, -1.3930, 27.3863], [-20.5209, -2.2070, 28.5063], [-20.5339, -1.4051, 29.7591], [-20.7483, -2.2681, 30.9141], [-20.9203, -1.5883, 32.1189], [-21.8789, -2.4704, 28.1567], [-20.4155, -0.4476, 27.1556], [-19.9563, -1.9965, 26.4792], [-18.8805, -1.1531, 27.5881], [-19.9443, -3.1038, 28.7331], [-21.2498, -0.5838, 29.7253], [-19.5472, -0.9663, 29.9076], [-20.9572, -2.3400, 32.9074], [-21.8627, -1.0549, 32.2428], [-20.1469, -0.8609, 32.3657], [-21.9851, -3.2005, 27.4669], [-22.3017, -2.8410, 28.9958], [-13.0634, -1.4470, 27.3738], [-12.3065, -2.8106, 27.4802], [-12.5237, -3.7226, 28.8043], [-12.0911, -3.0182, 29.9568], [-10.6439, -3.0254, 30.1635], [-12.8417, -3.4945, 26.3096], [-12.7438, -0.6992, 28.0995], [-14.1333, -1.6553, 27.3719], [-12.8102, -1.0207, 26.4031], [-11.2444, -2.6584, 27.2882], [-12.1346, -4.7371, 28.7185], [-13.5978, -3.8943, 28.8746], [-10.0039, -2.7686, 29.3193], [-10.3000, -4.0111, 30.4771], [-10.4541, -2.3605, 31.0061], [-12.8281, -2.8738, 25.5129], [-13.8320, -3.6616, 26.4168], [-18.2240, 1.5448, 32.1644], [-18.3232, 2.5408, 31.0418], [-16.9996, 2.8005, 30.2842], [-17.2915, 3.6323, 29.1477], [-16.1309, 3.8915, 28.3988], [-19.3826, 2.0654, 30.1764], [-19.1261, 1.5125, 32.7754], [-17.3018, 1.7543, 32.7063], [-17.9483, 0.6254, 31.6479], [-18.7273, 3.5044, 31.3520], [-16.5506, 1.8363, 30.0459], [-16.3740, 3.3520, 30.9860], [-16.4391, 4.4896, 27.5412], [-15.7848, 3.0211, 27.8414], [-15.2493, 4.3502, 28.8465], [-19.2880, 1.0884, 29.9383], [-19.3427, 2.6189, 29.3325], [-18.1675, -4.8637, 27.2334], [-17.6541, -6.2403, 26.6875], [-16.1225, -6.2576, 26.5274], [-15.4764, -5.0808, 25.9875], [-15.6361, -5.1203, 24.5946], [-18.1384, -7.1662, 27.6586], [-19.1995, -4.9786, 27.5649], [-18.0939, -4.1156, 26.4440], [-17.6366, -4.5144, 28.1189], [-18.0608, -6.5553, 25.7265], [-15.8485, -7.1892, 26.0323], [-15.7271, -6.3157, 27.5415], [-16.6656, -5.3952, 24.3654], [-15.0056, -5.8987, 24.1648], [-15.2962, -4.2791, 23.9905], [-17.9240, -6.9375, 28.6187], [-19.1456, -7.2151, 27.7144]],
  "atomic_forces_ev_per_a": [[1.5402, -0.2334, 0.6954], [2.3017, -0.7752, -2.0338], [0.5470, -0.9955, 3.2945], [-2.3878, 1.3883, -0.7000], [2.4180, -0.8265, 0.7919], [-0.5812, -0.0036, -0.5364], [-3.3857, 1.5778, -2.4016], [2.9160, -0.7454, 1.3659], [0.0189, 1.0181, -0.2021], [1.0697, -1.9418, -0.7297], [-1.2472, 2.3103, 0.4761], [2.9314, 0.5762, 0.4563], [-1.2337, -0.5861, -0.2816], [-3.5137, -0.7156, 0.6539], [0.3067, -0.3120, -0.2990], [-1.2715, -1.6376, 0.3904], [-0.0819, 1.3949, -0.7546], [0.9163, -0.7868, -1.4116], [-0.6479, -0.2318, 0.8368], [-0.5946, -0.6090, -0.0635], [-0.0241, -0.1120, 0.1707], [0.1494, 0.0439, -0.1198], [0.3151, 0.2088, 0.1451], [-0.2698, 0.2023, 0.1642], [-0.0694, 0.1923, 0.5480], [-0.0209, 0.1670, -0.4617], [0.3336, -0.0353, 0.5633], [-0.1723, 0.4941, 0.1264], [0.0303, -0.0712, -0.6807], [-0.3205, 0.5408, -0.6081], [0.1987, 0.4410, 0.8076], [1.0323, -0.7436, 1.4731], [0.1270, 1.6595, -0.7525], [0.8684, 0.3545, -0.3027], [-1.3004, -1.1516, 0.6384], [0.4328, -0.9691, -1.3989], [-1.0307, -0.8320, 0.3133], [0.0296, 0.4468, -0.1170], [-0.7062, 0.1991, 0.4107], [0.0171, -0.1737, 0.0876], [0.1616, -0.2455, -0.3892], [-0.0806, 0.5637, -0.1494], [0.6693, 0.3032, -0.0376], [0.3941, 0.4551, 0.0030], [-0.2195, 0.2073, 0.0291], [-0.3091, 0.3362, 0.5141], [-0.1966, -0.4336, -0.0434], [0.0725, 0.1117, -0.2305], [-0.0716, -0.1738, 1.5632], [0.4535, -0.6041, -1.9309], [1.0799, -1.8911, -1.3138], [-1.0786, 0.2205, 0.6819], [0.2505, 0.8367, -0.5128], [-0.4300, 0.5654, -0.3684], [-0.1360, 0.3805, -0.0624], [-0.1824, 0.4073, 0.2557], [-0.1937, -0.1703, 0.5731], [0.1225, -0.3794, 0.0583], [0.2860, -0.2936, 0.5091], [0.0451, 0.0344, 0.2555], [-0.3766, 0.1018, -0.0097], [0.6225, 0.4580, -0.0869], [-0.4626, 0.1704, 0.2046], [-0.0323, 0.0636, 0.1532], [0.0566, 0.2054, 0.0170], [0.1351, -0.9077, 0.0631], [-0.5801, -0.0286, 0.6228], [0.6077, -0.2593, -1.7065], [-0.8518, -0.0841, -0.1245], [0.0442, -0.4556, -0.0354], [0.4280, 0.2715, -0.5548], [-0.4844, 0.0808, 0.0864], [-0.4073, 0.2845, 0.0331], [0.4556, 0.6946, 0.2248], [-0.1415, 0.0507, 0.1472], [0.2044, -0.5158, 0.5669], [-0.2455, 0.4756, 0.5287], [0.1629, 0.1204, 0.1575], [-0.0238, 0.1409, 0.2900], [-0.0092, -0.1521, -0.1076], [0.4601, 0.0887, -0.6549], [-0.2347, 0.3340, -0.0238], [1.1654, -0.2133, -0.5037], [0.0758, 0.7396, -0.0864], [0.7896, -0.0423, 2.0314], [-0.3067, 0.4318, -1.5696], [-0.3087, -0.0087, 1.1017], [-1.4298, -0.5836, 0.1228], [-0.3964, -0.0482, 0.4281], [0.1496, -0.0555, -0.2021], [0.1702, -0.0855, -0.0886], [0.3131, -0.1012, -0.2824], [-0.3067, -0.0479, 0.0274], [0.2509, 0.1765, -0.0537], [0.2925, -0.0809, -0.0418], [-0.3677, 0.1523, -0.6039], [0.4167, -0.0678, -0.2618], [0.2043, -0.1413, -0.1960], [-0.5314, -0.1116, 0.1185], [1.1216, -0.1594, 1.0911], [-1.1368, -0.1677, -0.1757], [-0.1698, 1.9101, -1.5239], [1.2867, -0.2415, -0.2018], [-0.9253, -0.4593, 0.4859], [0.3015, -1.4811, -0.3909], [-0.3886, 0.0181, 0.3800], [-0.0725, 0.2400, 0.3400], [0.0115, -0.0510, -0.1181], [0.0975, 0.0277, 0.2969], [0.7189, 0.1304, -0.2178], [-0.2285, 0.3471, 0.3181], [-0.4873, 0.3974, -0.3239], [-0.2195, -0.3048, 0.0366], [-0.0761, 0.1448, -0.2335], [0.3904, 0.0724, -0.1568], [-0.2228, -0.3669, 0.3214], [1.6466, 0.4477, -0.4518], [-0.8211, 0.3517, -0.7325], [-1.2547, 0.4517, 0.8904], [0.8488, -0.6196, 0.9656], [-0.2433, -0.1701, -1.9997], [-0.3426, 0.2763, -0.3622], [0.2844, -0.2175, -0.0767], [-0.2832, 0.1241, 0.7506], [-0.5911, -0.6168, 0.3082], [0.4535, 0.2756, 0.4974], [0.2485, -0.0197, -0.5071], [0.4925, 0.0023, -0.0990], [-0.1254, 0.6720, 0.2414], [0.2011, -0.7159, 0.4839], [-0.3520, 0.1136, 0.7596], [0.2371, -0.0671, -0.1691], [-0.1415, -0.2846, -0.1515], [0.2124, 0.0026, -1.5614], [-0.4798, 2.1640, 0.7650], [0.4254, 0.2655, 1.6371], [-1.0398, -0.6748, 0.0484], [0.2901, -0.8862, -1.1476], [0.1969, -2.3995, 0.8981], [-0.1574, 0.0213, -0.3500], [-0.0849, 0.4672, 0.1810], [0.4560, -0.1942, -0.1367], [-0.5180, 0.4767, -0.0395], [0.3094, 0.1432, -0.3715], [0.1524, -0.0942, 0.1038], [-0.1361, 0.2940, -0.3721], [0.0298, -0.6177, 0.1277], [-0.3306, 0.7394, 0.9722], [0.7685, 0.2651, 0.0172], [-0.1386, -0.0396, -0.7369]],
  "energy_ev": -88279.6137,
  "gap_ha": 0.05619,
  "e_homo_ha": -0.3568,
  "charge": 1,
  "lumo_ha": -0.30060
}

***

Which formula does entry 1 have?
C6H4N5O5Yb